Below is a structure of composition C2H3V at a distorted geometry, with properties calculated with ωB97M-V with the def2-TZVPD basis set.

Atoms and positions in Å:
C: -0.53370 0.55960 0.15316
H: -1.56829 0.82819 -0.10898
C: -0.01734 -0.64178 -0.06793
H: -0.48143 -1.62690 0.07684
H: 1.36176 -0.73268 -0.14563
V: 1.23900 1.61358 0.09253

Cartesian forces (eV/Å) of the 2 atoms listed first:
0.25 0.74 -1.76
0.09 -0.59 1.02

2S+1 = 5
Molecular weight = 78.0 g mol⁻¹
⟨S²⟩ = 6.0213
Electronic energy = -27804.1146 eV
Energy relative to the best compared isomer or geometry (same formula, charge and spin) = 0.00 kJ/mol
HOMO level (alpha / beta) = -6.62 / -8.76 eV
LUMO energy (alpha / beta) = 0.2 / 0.1 eV
HOMO-LUMO gap (alpha / beta) = 6.8 / 8.9 eV

Below is a cluster of 3 separate species, C2H4 in total at a distorted geometry, with properties calculated with ωB97M-V with the def2-TZVPD basis set.

Atoms and positions in Å:
C: 0.80207 1.40190 -0.59146
C: 2.03391 1.67361 -0.81692
H: 0.21944 1.11943 0.28173
H: -0.32989 1.35409 -1.64306
H: -1.58446 -3.05157 1.51086
H: -1.14107 -2.49746 1.25884

Cartesian forces (eV/Å) of the 2 atoms listed first:
-4.67 -0.55 -2.59
0.10 0.09 -0.35

Molecular weight = 28.1 g mol⁻¹
Electronic energy = -2132.0517 eV
Energy relative to the best compared isomer or geometry (same formula, charge and spin) = 564.34 kJ/mol
HOMO level = -10.97 eV
LUMO energy = -1.4 eV
HOMO-LUMO gap = 9.5 eV